1.
Here is a molecular structure, ClMg2 at a distorted geometry from the OMol25 dataset. Energies are from ωB97M-V with the def2-TZVPD basis set.

LUMO energy in eV: -17.21
Kohn-Sham gap in eV: 11.624
ΔE to the lowest compared entry with this formula, charge and spin in kJ/mol: 305.7
Total charge: +3
F_max in eV/A: 13.2

Positions of all 3 atoms, in Å:
Cl1 11.8844 14.6061 -1.0780
Mg1 10.7410 15.0182 -3.0072
Mg2 12.8638 15.9974 -0.4956



2.
Here is a molecular structure, ClNO7Rb3 at a distorted geometry from the OMol25 dataset. Energies are from ωB97M-V with the def2-TZVPD basis set.

LUMO energy in eV: -4.19
Kohn-Sham gap in eV: 5.880
ΔE to the lowest compared entry with this formula, charge and spin in kJ/mol: 118.3
Total charge: +1
F_max in eV/A: 8.4

Positions of all 12 atoms, in Å:
Rb1 -2.0325 -1.9037 -0.6518
Rb2 2.3397 -0.1587 0.6258
Rb3 2.5845 2.2420 -3.6371
Cl1 -0.5569 1.1253 -1.7264
O1 -1.8700 1.5135 -1.8761
O2 -0.8722 -1.8364 3.8486
O3 1.0656 -1.2642 3.3015
O4 -0.4107 -1.0408 1.9979
O5 0.2965 2.3159 -1.7844
O6 -0.2937 0.4401 -0.5345
O7 -0.1460 0.0733 -2.6133
N1 -0.1042 -1.5063 3.0497



3.
Here is a gas-phase ion, ClO2S (charge -1) at a distorted geometry from the OMol25 dataset. Energies are from ωB97M-V with the def2-TZVPD basis set.

LUMO energy in eV: 4.00
Kohn-Sham gap in eV: 8.670
ΔE to the lowest compared entry with this formula, charge and spin in kJ/mol: 128.8
Total charge: -1
F_max in eV/A: 6.9

Positions of all 4 atoms, in Å:
Cl1 -1.9774 -0.3090 -0.1392
S1 0.2348 0.1979 0.4577
O1 0.7366 1.3750 -0.2606
O2 1.0060 -1.2640 -0.0580



4.
Here is 2 unconnected molecules or ions with the total composition ClO7S3 at a distorted geometry from the OMol25 dataset. Energies are from ωB97M-V with the def2-TZVPD basis set.

LUMO energy in eV: 2.85
Kohn-Sham gap in eV: 9.049
ΔE to the lowest compared entry with this formula, charge and spin in kJ/mol: 0.0
Total charge: -1
F_max in eV/A: 2.4

Positions of all 11 atoms, in Å:
Cl1 -1.6288 -1.4034 1.0597
S1 0.8067 -2.4713 -1.8330
S2 -0.5954 0.0710 -0.0449
S3 0.1359 2.1799 1.0104
O1 0.6189 -0.6821 -0.3296
O2 -0.3487 -2.1887 -2.6533
O3 -0.0305 1.7659 -0.4740
O4 0.8392 -3.6642 -1.0193
O5 1.4176 2.6480 1.4407
O6 -0.9334 3.0425 1.3724
O7 -0.2814 0.7024 1.4709



The lowest LUMO energy belongs to which entry?
ClMg2